A molecular structure, C36H37F4InN2PSi in a non-equilibrium geometry, computed with the ωB97M-V functional and the def2-TZVPD basis.

The strongest force on any atom comes out at 1.58 eV/Å. The total energy is -2723.71442 Ha. The calculation puts the HOMO-LUMO gap (spin up / spin down) at 5.6440 / 5.6446 eV. As for the HOMO energy (spin up / spin down): -10.236 / -10.237 eV. The net charge is +1.

Last column: Löwdin charge in e.
Cartesian coordinates (Å):
In1 -17.37 10.96 -0.90  0.915
C1 -20.50 10.79 0.20  -0.070
N1 -19.26 10.14 0.63  -0.345
C2 -19.50 8.69 0.71  -0.072
C3 -18.70 10.69 1.87  -0.199
C4 -18.45 12.19 1.81  -0.221
N2 -17.95 12.56 0.49  -0.115
C5 -17.73 13.86 0.18  -0.212
C6 -17.79 14.30 -1.16  -0.158
F1 -18.10 13.36 -2.11  -0.011
C7 -17.63 15.63 -1.55  -0.198
F2 -17.73 15.92 -2.87  0.076
C8 -17.30 16.64 -0.62  0.079
C9 -17.18 16.23 0.71  -0.189
F3 -16.92 17.15 1.66  0.085
C10 -17.39 14.89 1.10  -0.108
F4 -17.14 14.57 2.41  0.063
H1 -21.32 10.50 0.86  0.102
H2 -20.76 10.41 -0.81  0.102
H3 -20.36 11.87 0.18  0.085
H4 -20.25 8.46 1.47  0.103
H5 -18.57 8.16 0.87  0.090
H6 -19.90 8.32 -0.24  0.093
H7 -17.77 10.13 2.10  0.114
H8 -19.37 10.49 2.72  0.141
H9 -17.76 12.44 2.63  0.113
H10 -19.36 12.72 2.05  0.123
H11 -17.20 17.67 -0.97  0.136
C11 -12.89 13.45 -3.40  -0.082
C12 -13.90 14.02 -2.60  -0.060
C13 -14.35 13.31 -1.48  -0.122
C14 -13.91 12.00 -1.21  -0.334
C15 -12.82 11.50 -1.94  -0.073
C16 -12.30 12.24 -3.01  -0.072
Si1 -14.81 11.04 0.07  0.673
C17 -14.04 9.33 0.24  -0.303
C18 -14.71 8.17 -0.17  -0.124
C19 -14.20 6.89 0.09  -0.077
C20 -12.94 6.75 0.68  -0.069
C21 -12.24 7.90 1.07  -0.062
C22 -12.78 9.18 0.83  -0.095
C23 -14.51 12.01 1.62  -0.279
C24 -13.69 13.17 1.59  -0.077
C25 -13.61 14.00 2.70  -0.070
C26 -14.22 13.65 3.90  -0.069
C27 -14.85 12.40 4.01  -0.072
C28 -15.01 11.59 2.87  -0.106
H12 -12.61 13.96 -4.31  0.109
H13 -14.28 15.03 -2.79  0.114
H14 -15.06 13.79 -0.81  0.093
H15 -12.34 10.54 -1.70  0.107
H16 -11.41 11.84 -3.51  0.113
H17 -15.63 8.27 -0.73  0.052
H18 -14.79 6.03 -0.20  0.105
H19 -12.53 5.75 0.85  0.109
H20 -11.27 7.84 1.56  0.109
H21 -12.19 10.07 1.13  0.121
H22 -13.11 13.37 0.68  0.102
H23 -13.07 14.95 2.64  0.112
H24 -14.18 14.35 4.77  0.119
H25 -15.20 12.02 4.99  0.117
H26 -15.50 10.62 2.99  0.104
C29 -15.97 12.25 -5.11  -0.235
P1 -16.60 11.01 -3.91  0.886
C30 -15.73 9.47 -4.42  -0.256
C31 -18.26 10.80 -4.62  -0.423
C32 -19.14 11.89 -4.81  -0.100
C33 -20.42 11.71 -5.34  -0.068
C34 -20.85 10.43 -5.71  -0.071
C35 -19.99 9.33 -5.53  -0.071
C36 -18.71 9.52 -4.99  -0.106
H27 -16.28 12.03 -6.14  0.070
H28 -14.88 12.27 -5.08  0.030
H29 -16.32 13.25 -4.84  0.044
H30 -15.76 9.30 -5.49  0.055
H31 -16.11 8.60 -3.88  0.038
H32 -14.66 9.56 -4.15  0.048
H33 -18.79 12.89 -4.50  0.102
H34 -21.08 12.57 -5.44  0.110
H35 -21.87 10.29 -6.08  0.106
H36 -20.29 8.31 -5.79  0.111
H37 -18.04 8.65 -4.85  0.097